Record 1
# CH3Cl2OP

A cluster of 2 separate species, CH3Cl2OP in total in a non-equilibrium geometry (wB97M-V/def2-TZVPD, the OMol25 dataset).

For the energy above the lowest of the compared OMol25 structures with the same formula, charge and spin, the calculation gives 338.06 kJ/mol. Its LUMO energy (alpha / beta) is 0.05 / 0.05 eV. The orbital gap (alpha / beta) is 8.04 / 8.04 eV.

Structure (ORCA input):
```
! wB97M-V def2-TZVPD RIJCOSX def2/J DEFGRID3
* xyz 0 1
C -0.40251 0.16362 0.46485
O 0.84383 -0.36547 0.43916
P -2.63657 -0.34196 -0.56336
Cl -3.13530 1.60471 -0.25012
Cl -3.96568 -0.99319 0.75366
H 0.75227 -1.08333 1.16392
H -0.39649 1.16787 0.07693
H -0.85473 -0.01883 1.42234
*
```

Charges per atom according to Mulliken partitioning, unit e:
1. C -0.5083
2. O -0.4503
3. P 0.3178
4. Cl -0.2030
5. Cl -0.1737
6. H 0.3762
7. H 0.3058
8. H 0.3356



Record 2
# C2H4Cl4F18O4P4V

A structure of composition C2H4Cl4F18O4P4V in a non-equilibrium geometry (wB97M-V/def2-TZVPD, the OMol25 dataset).

Its LUMO energy (alpha / beta) is 9.66 / 9.65 eV. The orbital gap (alpha / beta) is 3.04 / 3.04 eV.

Structure (ORCA input):
```
! wB97M-V def2-TZVPD RIJCOSX def2/J DEFGRID3
* xyz -5 5
V -0.17824 -0.37672 -0.31352
P -1.01168 -2.77865 0.63205
O -0.37651 -4.14500 0.37535
O -1.39063 -2.04990 -0.68368
O -0.24915 -1.71686 1.33646
O -2.04099 -3.16788 1.69320
P -1.65659 1.19638 2.59996
F -0.33039 0.72662 1.75136
F -1.16306 0.27546 3.86282
F -0.83123 2.48985 3.13074
F -2.96935 1.62647 3.48619
F -2.13218 2.13672 1.34237
F -2.36566 -0.15562 2.07379
P -2.60362 0.91792 -2.19435
F -2.27663 2.45666 -1.71076
F -1.07815 0.62215 -2.59300
F -2.21029 0.38066 -0.71880
F -2.99129 -0.63837 -2.43276
F -4.12554 1.14862 -1.73259
F -3.11657 1.38883 -3.63433
P 1.56821 -2.17123 -2.77709
F 1.24480 -0.75509 -2.06771
F -0.02224 -2.49453 -2.85644
F 1.49790 -1.58059 -4.28220
F 1.91324 -3.66201 -3.28028
F 3.17495 -1.89191 -2.61441
F 1.41569 -2.70902 -1.28941
C 3.57116 -0.41107 2.15171
Cl 2.60708 -0.23243 0.74670
Cl 2.81779 -1.62655 3.22903
H 4.58067 -0.71225 1.87188
H 3.54992 0.46543 2.79932
C 1.44531 3.62344 0.37870
Cl 2.13466 3.07578 1.86375
Cl 0.73679 2.24040 -0.44067
H 0.67873 4.38029 0.54498
H 2.18310 4.12401 -0.24836
*
```

Charges per atom according to Mulliken partitioning, unit e:
1. V 1.4982
2. P 0.5487
3. O -0.6794
4. O -0.4317
5. O -0.5336
6. O -0.5858
7. P 1.0970
8. F -0.3811
9. F -0.4098
10. F -0.4495
11. F -0.4104
12. F -0.3460
13. F -0.3223
14. P 1.2985
15. F -0.3703
16. F -0.3729
17. F -0.4447
18. F -0.3639
19. F -0.4091
20. F -0.3705
21. P 1.3412
22. F -0.4608
23. F -0.3341
24. F -0.4199
25. F -0.3986
26. F -0.4038
27. F -0.3625
28. C -0.5019
29. Cl 0.1024
30. Cl -0.2494
31. H 0.2701
32. H 0.3282
33. C 0.8977
34. Cl -1.6035
35. Cl -0.9026
36. H 0.3975
37. H -0.2615



Record 3
# C17H11ClF3N2O4RuS

A structure of composition C17H11ClF3N2O4RuS (wB97M-V/def2-TZVPD, the OMol25 dataset).

For the energy above the lowest of the compared OMol25 structures with the same formula, charge and spin, the calculation gives 842.04 kJ/mol. Its LUMO energy (alpha / beta) is -0.13 / -1.25 eV. The orbital gap (alpha / beta) is 7.62 / 6.50 eV.

Structure (ORCA input):
```
! wB97M-V def2-TZVPD RIJCOSX def2/J DEFGRID3
* xyz 0 2
Ru 0.49282 0.74835 0.17053
C -4.92624 0.61318 1.61713
C -5.09650 0.59319 0.16372
C -4.39942 -0.01811 -0.77756
C -2.43570 -0.48429 0.41409
N -1.73221 1.87295 1.68729
C -4.05447 1.14618 2.48228
C -1.33547 -1.46802 0.56218
C -1.74339 -2.88129 0.59852
C -0.87563 -3.83672 0.24544
C 0.41465 -3.52369 -0.34096
C 0.81606 -2.25775 -0.52327
C 0.02430 -1.13829 -0.01458
H -5.79650 0.23098 2.14265
H -6.00146 1.06772 -0.20082
H -4.66702 -0.02446 -1.82146
H -4.33794 1.09156 3.52904
H -2.75488 -3.11841 0.90167
H -1.17024 -4.87635 0.30943
H 1.01815 -4.34247 -0.71213
H 1.70966 -2.02556 -1.08730
F 3.89839 4.03523 -1.90364
C 4.38095 2.84464 -2.28782
F 5.70165 3.00188 -2.49561
F 3.82661 2.54938 -3.47238
C 4.11852 1.77828 -1.26332
C 5.15512 1.16830 -0.58038
C 4.88693 0.20349 0.38472
C 3.57146 -0.12002 0.64766
N 2.56819 0.44718 -0.02123
C 2.81198 1.38089 -0.96302
S 1.29478 1.96346 -1.59215
H 6.17647 1.44988 -0.79727
H 5.68449 -0.28476 0.92410
H 3.29860 -0.85118 1.39800
O -3.25920 -0.77923 -0.57172
Cl -1.68450 1.23392 0.24090
O -2.92909 1.88868 2.46420
O -2.38748 1.83081 -0.90491
O -0.26242 -1.10957 1.44793
*
```

Charges per atom according to Mulliken partitioning, unit e:
1. Ru -0.2634
2. C -0.3908
3. C -0.0860
4. C -0.4334
5. C 0.0924
6. N -0.1943
7. C -0.0146
8. C 1.4734
9. C -1.0659
10. C -0.4197
11. C -0.4860
12. C -0.7003
13. C 0.1647
14. H 0.3456
15. H 0.3613
16. H 0.4970
17. H 0.3911
18. H 0.4044
19. H 0.3952
20. H 0.4023
21. H 0.4940
22. F -0.2182
23. C 0.6519
24. F -0.3025
25. F -0.2112
26. C -0.1076
27. C -0.0415
28. C -0.9356
29. C -0.2587
30. N -0.3030
31. C 0.6491
32. S -0.4284
33. H 0.4938
34. H 0.3814
35. H 0.5030
36. O -0.3196
37. Cl 0.9014
38. O -0.3187
39. O -0.5927
40. O -0.5098



Record 4
# CH3Cl2NO2S

A cluster of 2 separate species, CH3Cl2NO2S in total in a non-equilibrium geometry (wB97M-V/def2-TZVPD, the OMol25 dataset).

For the energy above the lowest of the compared OMol25 structures with the same formula, charge and spin, the calculation gives 366.98 kJ/mol. Its LUMO energy (alpha / beta) is -2.46 / -4.30 eV. The orbital gap (alpha / beta) is 8.72 / 5.12 eV.

Structure (ORCA input):
```
! wB97M-V def2-TZVPD RIJCOSX def2/J DEFGRID3
* xyz 0 1
C -0.32391 0.93089 0.80653
N 0.30054 -0.78831 -0.93143
O -0.88102 -1.56437 1.30446
O -2.04629 -0.68812 -0.67245
S -0.87299 -0.73961 0.14080
Cl -0.47103 2.25259 -0.22993
Cl 2.92743 0.51936 0.34624
H 0.11388 1.09581 1.89627
H 1.23137 -0.41360 -0.81730
H 0.02203 -0.60465 -1.84319
*
```

Charges per atom according to Mulliken partitioning, unit e:
1. C -0.2367
2. N -0.2951
3. O -0.5583
4. O -0.5499
5. S 1.0919
6. Cl 0.0136
7. Cl -0.3478
8. H 0.4259
9. H 0.1454
10. H 0.3110



Record 5
# C5H6S

An isolated molecule of C5H6S in a non-equilibrium geometry (wB97M-V/def2-TZVPD, the OMol25 dataset).

For the energy above the lowest of the compared OMol25 structures with the same formula, charge and spin, the calculation gives 171.75 kJ/mol. Its LUMO energy is -0.86 eV. The structure (SMILES) is CCC#CC=S. The orbital gap is 7.97 eV.

Structure (ORCA input):
```
! wB97M-V def2-TZVPD RIJCOSX def2/J DEFGRID3
* xyz 0 1
C -0.75022 -1.85268 -0.84756
C 0.18345 -0.64577 -0.94909
C 0.08191 0.32739 0.13210
C 0.23595 1.32223 0.81580
C 0.47862 2.36396 1.75371
S 0.65859 3.96906 1.41513
H -0.47171 -2.61642 -1.56234
H -1.75528 -1.50427 -0.94102
H -0.62453 -2.32139 0.14608
H 0.08511 -0.16949 -1.84575
H 1.22295 -0.98513 -0.96352
H 0.65515 2.11250 2.84645
*
```

Charges per atom according to Mulliken partitioning, unit e:
1. C -1.0417
2. C -0.5390
3. C 0.3510
4. C 0.3764
5. C -0.7960
6. S -0.1859
7. H 0.3271
8. H 0.3126
9. H 0.2966
10. H 0.3621
11. H 0.2672
12. H 0.2696



Record 6
# C6H10O

An isolated molecule of C6H10O (wB97M-V/def2-TZVPD, the OMol25 dataset).

For the energy above the lowest of the compared OMol25 structures with the same formula, charge and spin, the calculation gives 4.51 kJ/mol. Its LUMO energy is 1.02 eV. The structure (SMILES) is CC1(O)CC=CC1. The orbital gap is 10.53 eV.

Structure (ORCA input):
```
! wB97M-V def2-TZVPD RIJCOSX def2/J DEFGRID3
* xyz 0 1
C -1.85470 -0.68478 -0.18765
C -0.49531 -0.17708 0.24906
O -0.53372 -0.17688 1.66991
C -0.10902 1.22430 -0.27597
C 1.39392 1.22312 -0.08133
C 1.85371 -0.03085 -0.06747
C 0.70848 -1.00561 -0.25307
H -2.02231 -1.68742 0.21871
H -1.93375 -0.72428 -1.27804
H -2.63982 -0.03077 0.20502
H 0.33210 0.13377 1.97196
H -0.33225 1.28314 -1.35242
H -0.65276 2.03070 0.22551
H 1.99930 2.12227 -0.00415
H 2.89612 -0.32403 0.02331
H 0.80676 -1.96491 0.26391
H 0.58325 -1.21070 -1.32731
*
```

Charges per atom according to Mulliken partitioning, unit e:
1. C -1.7231
2. C 0.9137
3. O -0.5795
4. C -0.7046
5. C -0.3925
6. C -0.4060
7. C -0.7038
8. H 0.3913
9. H 0.3523
10. H 0.3921
11. H 0.4122
12. H 0.2721
13. H 0.3467
14. H 0.4042
15. H 0.4042
16. H 0.3482
17. H 0.2724



Record 7
# C5H13N3O

A cluster of 2 separate species, C5H13N3O in total in a non-equilibrium geometry (wB97M-V/def2-TZVPD, the OMol25 dataset).

For the energy above the lowest of the compared OMol25 structures with the same formula, charge and spin, the calculation gives 56.80 kJ/mol. Its LUMO energy is 0.87 eV. The structure (SMILES) is CC=C(N)N.CC(N)=O. The orbital gap is 8.27 eV.

Structure (ORCA input):
```
! wB97M-V def2-TZVPD RIJCOSX def2/J DEFGRID3
* xyz 0 1
C 2.55744 -0.86341 -0.89443
C 1.10516 -1.12372 -1.13936
C 0.15034 -1.36568 -0.22693
N 0.37106 -1.39120 1.11558
N -1.13628 -1.60657 -0.61683
H 2.84022 -0.90912 0.15974
H 3.15848 -1.60375 -1.43168
H 2.82174 0.12911 -1.27270
H 0.82782 -1.11643 -2.19118
H 1.19735 -0.87451 1.40122
H -0.42722 -1.01259 1.62236
H -1.56570 -2.26102 0.03356
H -1.19502 -1.96500 -1.56588
C -2.26948 1.56692 0.66954
C -0.82634 1.75452 1.04107
N -0.02658 2.23507 0.04704
O -0.38396 1.52783 2.16161
H -2.64186 0.64679 1.12812
H -2.39380 1.48507 -0.41381
H -2.84730 2.42015 1.03367
H -0.27844 2.06968 -0.91829
H 0.96238 2.25785 0.25766
*
```

Charges per atom according to Mulliken partitioning, unit e:
1. C -1.2177
2. C -0.5416
3. C 0.7410
4. N -0.6157
5. N -0.5114
6. H 0.3086
7. H 0.3143
8. H 0.2620
9. H 0.2663
10. H 0.2331
11. H 0.3041
12. H 0.2465
13. H 0.2244
14. C -0.8966
15. C 0.5770
16. N -0.4092
17. O -0.6477
18. H 0.2211
19. H 0.3451
20. H 0.3065
21. H 0.2480
22. H 0.2418



Record 8
# C26H32BrF4N4PPt

A structure of composition C26H32BrF4N4PPt in a non-equilibrium geometry (wB97M-V/def2-TZVPD, the OMol25 dataset).

Its LUMO energy (alpha / beta) is -9.30 / -9.20 eV. The orbital gap (alpha / beta) is 4.68 / 4.79 eV.

Structure (ORCA input):
```
! wB97M-V def2-TZVPD RIJCOSX def2/J DEFGRID3
* xyz 2 1
Pt -1.25576 1.16628 0.08765
N -1.53636 1.02638 2.47185
C -1.58136 2.36028 3.07335
C -0.66176 3.32508 2.30975
N -0.88486 3.31038 0.85835
C -1.93896 4.17948 0.31825
C -3.31746 3.51608 0.32455
N -3.25026 2.21918 -0.36155
H -2.31366 0.44838 2.77845
H -0.67586 0.53548 2.71385
H -1.25416 2.33678 4.12085
H -2.61106 2.71868 3.06325
H 0.37634 3.03518 2.49465
H -0.80566 4.33418 2.71145
H -0.01556 3.57288 0.39995
H -1.67486 4.41418 -0.71605
H -1.99296 5.11988 0.87595
H -4.01876 4.18878 -0.17975
H -3.67286 3.35938 1.34235
H -3.22946 2.37538 -1.36975
H -4.08066 1.66558 -0.16035
F -0.55836 -1.39672 -6.37275
C -0.39076 -1.19252 -5.08055
C -0.06786 -2.24902 -4.22735
F 0.09354 -3.47572 -4.69205
C 0.08654 -2.00392 -2.86845
F 0.41674 -3.02312 -2.06025
C -0.08456 -0.74992 -2.30025
P 0.16524 -0.64762 -0.25995
C 1.91414 -0.23232 -0.89875
C 2.22804 1.11518 -0.81635
C 3.41214 1.57128 -1.37625
C 4.28504 0.67088 -1.96515
C 3.97854 -0.67972 -1.99815
C 2.78444 -1.14532 -1.46645
C -1.08806 -2.01912 -0.12285
C -0.93096 -3.07412 0.76425
C -1.83196 -4.12232 0.75025
C -2.88496 -4.13052 -0.15265
C -3.08216 -3.04452 -0.99425
C -2.20416 -1.97582 -0.96225
C -0.35306 0.28718 -3.17685
Br -0.54856 2.07838 -2.57385
C -0.50356 0.08708 -4.54445
F -0.76346 1.12778 -5.32605
H 1.56034 1.80008 -0.30115
H 3.65264 2.62408 -1.34775
H 5.21454 1.02038 -2.38695
H 4.65304 -1.37962 -2.46515
H 2.55604 -2.19902 -1.51835
H -0.10266 -3.08342 1.45325
H -1.68806 -4.94352 1.43355
H -3.54876 -4.97992 -0.19735
H -3.92296 -3.03232 -1.67375
H -2.36266 -1.13262 -1.62775
C 1.25504 -1.20552 3.56085
C 1.83794 -1.05302 2.13195
C 2.62194 -2.32852 1.77175
C 2.82394 0.13838 2.14835
N 0.74514 -0.84082 1.28865
H 2.03474 -1.55602 4.22855
H 0.43934 -1.92142 3.56925
H 0.90284 -0.25002 3.93975
H 3.46154 -2.43432 2.45295
H 3.00224 -2.27232 0.75745
H 1.99514 -3.21272 1.85725
H 3.45574 0.05048 3.02515
H 2.28094 1.07898 2.19825
H 3.45614 0.12938 1.26585
*
```

Charges per atom according to Mulliken partitioning, unit e:
1. Pt 1.8660
2. N -0.4180
3. C -0.6062
4. C -0.7322
5. N -0.5644
6. C -0.7544
7. C -0.6256
8. N -0.6261
9. H 0.2595
10. H -0.2364
11. H 0.4565
12. H 0.3013
13. H 0.3345
14. H 0.4294
15. H 0.2753
16. H 0.3520
17. H 0.4286
18. H 0.4556
19. H 0.2821
20. H 0.2802
21. H 0.2451
22. F -0.2670
23. C 0.4324
24. C 0.2890
25. F -0.2743
26. C 0.3062
27. F -0.4971
28. C -0.9047
29. P 0.6690
30. C 1.8869
31. C -0.2448
32. C -0.6588
33. C -0.8614
34. C -1.0161
35. C -0.7611
36. C 0.7306
37. C -0.6326
38. C -0.8090
39. C -0.7219
40. C -0.8185
41. C -0.3443
42. C 0.3653
43. Br -0.1439
44. C 0.4127
45. F -0.3162
46. H 0.2041
47. H 0.5059
48. H 0.4583
49. H 0.5093
50. H 0.6317
51. H 0.2244
52. H 0.4831
53. H 0.4430
54. H 0.4812
55. H 0.3596
56. C -1.6195
57. C 0.9613
58. C -1.4399
59. C -1.2697
60. N 0.5630
61. H 0.4873
62. H 0.3396
63. H 0.4495
64. H 0.5094
65. H 0.2754
66. H 0.3318
67. H 0.5357
68. H 0.0916
69. H 0.2606



| no. | E_tot (a.u.) |
| --- | --- |
| 1 | -1376.83340 |
| 2 | -6327.60745 |
| 3 | -2317.25164 |
| 4 | -1563.55236 |
| 5 | -592.20646 |
| 6 | -309.84065 |
| 7 | -437.83245 |
| 8 | -4662.34909 |